A single C4H4N2OS molecule. Source: OMol25; level of theory: ωB97M-V/def2-TZVPD.

ΔE to the lowest compared entry with this formula, charge and spin, kcal/mol: 50.35
HOMO energy, eV: -8.71
HOMO-LUMO gap, eV: 9.18
SMILES: [H]/N=c1/cc(S)ocn1

```
! wB97M-V def2-TZVPD RIJCOSX def2/J DEFGRID3
* xyz 0 1
C 1.102 0.031 0.016
C 0.146 -0.987 0.085
C -1.175 -0.442 0.004
C -0.419 1.750 -0.050
H 2.993 -1.566 0.341
H 0.476 -1.934 0.276
H -3.047 -0.580 -0.187
H -0.332 2.795 0.132
N -2.256 -1.155 -0.264
N -1.336 0.958 -0.071
O 0.964 1.351 -0.109
S 2.884 -0.222 -0.174
*
```

---

A molecular structure, C31H52BrIrN3OP2. Source: OMol25; level of theory: ωB97M-V/def2-TZVPD.

ΔE to the lowest compared entry with this formula, charge and spin, kcal/mol: 0.29
HOMO energy (spin up / spin down), eV: -16.68 / -17.13
<S²>: 8.822
HOMO-LUMO gap (spin up / spin down), eV: 4.65 / 2.88

```
! wB97M-V def2-TZVPD RIJCOSX def2/J DEFGRID3
* xyz 4 6
N 8.515 -1.046 -2.201
C 7.881 -1.927 -1.420
C 6.671 -1.644 -0.773
C 6.021 -0.396 -1.016
C 6.740 0.530 -1.827
C 7.961 0.153 -2.384
C 4.698 -0.144 -0.486
Ir 1.987 0.679 0.015
P -3.259 -0.222 -2.182
C 3.678 0.533 -1.216
C 2.516 -0.227 -1.717
C 1.664 0.240 -2.759
C 0.473 -0.411 -2.972
C 0.114 -1.509 -2.149
C 0.954 -2.029 -1.185
C 2.176 -1.338 -0.891
Br -1.666 -2.053 -2.071
H 4.480 -0.466 0.541
H 4.003 1.342 -1.889
H 6.203 -2.413 -0.150
H 6.342 1.522 -2.021
H 8.356 -2.907 -1.310
H 8.507 0.849 -3.018
H 2.004 1.110 -3.322
H 2.988 -1.886 -0.415
H -0.216 -0.063 -3.729
H 0.680 -2.901 -0.596
P 0.417 2.143 0.295
C -4.551 -1.228 -3.045
C -5.184 -0.695 -4.325
H -5.339 -1.442 -2.297
H -4.081 -2.201 -3.277
H -5.344 -1.518 -5.041
H -6.173 -0.269 -4.119
H -4.541 0.025 -4.842
C -2.771 1.282 -3.059
C -3.941 2.162 -3.566
H -2.117 1.005 -3.911
H -2.153 1.888 -2.368
H -3.549 2.972 -4.200
H -4.655 1.610 -4.188
H -4.498 2.621 -2.735
C -3.787 -0.026 -0.449
C -5.313 -0.016 -0.247
H -3.355 0.939 -0.133
H -3.304 -0.808 0.167
H -5.529 0.362 0.761
H -5.837 0.645 -0.956
H -5.751 -1.024 -0.302
C -0.927 2.573 1.428
C -0.686 3.467 2.650
H -1.362 1.611 1.723
H -1.694 3.071 0.814
H -0.226 2.960 3.502
H -0.076 4.340 2.397
H -1.652 3.844 3.018
C 0.069 3.198 -1.141
C 1.251 4.036 -1.590
H -0.791 3.836 -0.897
H -0.253 2.498 -1.924
H 1.544 4.728 -0.793
H 2.120 3.427 -1.862
H 0.974 4.626 -2.473
C 2.001 2.418 1.329
C 2.018 1.549 2.584
H 1.706 3.462 1.519
H 2.952 2.476 0.735
H 2.832 1.885 3.247
H 1.075 1.641 3.137
H 2.176 0.477 2.324
C -1.877 -0.077 3.519
N -1.535 -1.462 3.684
C -1.493 -1.941 5.043
C -1.544 -3.442 5.054
C -0.486 -3.992 4.137
N -0.657 -3.441 2.817
C -0.021 -4.126 1.721
C -1.091 -2.156 2.576
O -1.111 -1.661 1.428
H -1.993 0.102 2.448
H -1.099 0.580 3.956
H -2.825 0.157 4.032
H -0.581 -1.572 5.544
H -2.348 -1.508 5.577
H -2.535 -3.794 4.743
H -1.363 -3.794 6.073
H -0.573 -5.080 4.050
H 0.522 -3.763 4.528
H 0.951 -3.683 1.460
H 0.151 -5.169 2.026
H -0.656 -4.105 0.833
*
```

---

A molecular structure, C25H19IrOPSbSe5. Source: OMol25; level of theory: ωB97M-V/def2-TZVPD.

ΔE to the lowest compared entry with this formula, charge and spin, kcal/mol: 19.15
HOMO energy, eV: -1.60
HOMO-LUMO gap, eV: 5.76

```
! wB97M-V def2-TZVPD RIJCOSX def2/J DEFGRID3
* xyz -2 1
Ir 1.555 0.853 -0.405
O 1.423 1.836 2.228
C 1.426 0.823 1.579
C 1.209 -0.503 2.298
C 1.195 -0.555 3.688
C 0.928 -1.751 4.325
C 0.661 -2.899 3.579
C 0.671 -2.853 2.197
C 0.960 -1.652 1.561
P 1.081 -1.354 -0.216
C 0.251 -2.818 -1.073
C 0.876 -3.871 -1.740
C 0.158 -4.947 -2.244
C -1.218 -5.020 -2.093
C -1.862 -3.988 -1.430
C -1.138 -2.912 -0.936
C -0.482 -0.259 -0.404
C -1.303 0.368 0.569
C -2.226 1.328 0.236
C -2.351 1.767 -1.087
C -1.521 1.250 -2.048
C -0.573 0.272 -1.707
H 1.421 0.348 4.239
H 0.950 -1.805 5.407
H 0.470 -3.838 4.085
H 0.497 -3.748 1.612
H 1.938 -3.871 -1.894
H 0.695 -5.736 -2.758
H -1.775 -5.862 -2.487
H -2.936 -4.010 -1.287
H -1.688 -2.139 -0.415
H -1.213 0.045 1.600
H -2.826 1.782 1.015
H -3.052 2.553 -1.339
H -1.569 1.614 -3.067
H -0.008 -0.202 -2.506
Se 1.721 3.316 -0.951
C -0.044 4.065 -0.984
C -0.635 4.513 -2.166
C -1.869 5.151 -2.157
C -2.548 5.349 -0.961
C -1.977 4.894 0.222
C -0.742 4.262 0.209
H -0.109 4.353 -3.100
H -2.303 5.496 -3.089
H -3.509 5.850 -0.953
H -2.497 5.035 1.163
H -0.296 3.899 1.129
Se 6.999 -1.243 -0.648
Sb 4.956 -0.949 0.618
Se 3.971 1.256 -0.298
Se 5.081 -0.979 3.028
Se 3.176 -2.512 -0.143
*
```

---

A gas-phase ion, C11H12N3 (charge +1). Source: OMol25; level of theory: ωB97M-V/def2-TZVPD.

ΔE to the lowest compared entry with this formula, charge and spin, kcal/mol: 111.91
HOMO energy (spin up / spin down), eV: -12.26 / -12.26
HOMO-LUMO gap (spin up / spin down), eV: 7.64 / 7.64
SMILES: C=C1C=C[C@@H](c2nc[nH+]cn2)C(C)=C1

```
! wB97M-V def2-TZVPD RIJCOSX def2/J DEFGRID3
* xyz 1 1
C 0.147 -0.495 -0.924
C -1.188 -1.945 0.542
C 0.156 -1.561 0.041
C -1.913 -1.051 1.220
C 0.161 0.286 1.674
C 0.925 -0.644 1.066
C -1.284 0.298 1.470
C 1.209 0.913 -2.342
C -1.002 1.382 -1.656
C 2.392 -0.945 1.164
C -1.780 1.464 1.027
N 1.244 -0.140 -1.621
N -0.963 0.241 -0.977
N 0.041 1.751 -2.423
H -1.420 -3.068 0.268
H 0.745 -2.367 -0.195
H -2.782 -1.199 1.667
H 0.656 0.954 2.447
H 2.045 1.017 -2.948
H -1.925 1.959 -1.921
H 2.838 -1.366 0.300
H 3.032 -0.106 1.382
H 2.671 -1.671 1.867
H -2.852 1.444 0.770
H -1.224 2.292 1.142
H 0.074 2.558 -3.040
*
```